120
Properties=species:S:1:pos:R:3 method="wB97M-V/def2-TZVPD" lumo_ev="-0.54 / -2.21" homo_ev="-7.153 / -7.239" orbital_gap_ev="6.617 / 5.027" spin_multiplicity=7
Ag -0.4415 0.0965 -0.3789
Mn 2.3647 3.2769 -1.0023
O -0.5549 6.4962 3.1939
O 1.9884 2.5312 -2.8357
O 0.4626 0.0148 -2.4132
O 0.3293 -0.3958 1.7053
O -0.0436 2.8890 -6.9715
O 4.6660 -0.3961 -2.0322
O -2.4256 -1.4216 4.9717
O 2.0284 -6.1985 -2.3430
O -1.0031 2.3090 0.0365
O 0.4070 3.8944 -0.3448
O -2.0627 0.4517 -1.8249
O 1.0493 1.9558 -0.0771
O -0.9986 0.0919 -6.5966
N 4.2588 2.0274 -0.8404
N -5.8606 0.1662 4.5855
N -2.5129 3.4094 2.6198
N -0.1644 -2.2406 -0.3756
N 1.5715 -2.7198 -3.5136
N -2.3949 -1.0994 0.8803
C -4.2576 0.3495 0.3529
C 4.6154 0.8084 -2.8778
C -5.2335 -2.0248 4.1492
C 6.5612 2.0005 -1.6525
C -3.3196 -0.4039 4.6028
C 2.8582 -7.2048 -1.6259
C -1.1802 3.8145 4.5914
C 0.2615 2.1248 -5.9562
C 5.0602 2.0340 -2.0764
C -2.8219 1.4186 -2.5230
C 1.1978 2.0970 -3.7124
C 0.1203 2.7414 0.0399
C -0.3105 0.0779 -4.5532
C 0.2600 0.4781 2.8267
C -4.7989 -0.8123 4.9279
C -3.4416 -0.8657 -0.0809
C 4.5396 -1.6499 -2.7457
C -0.3110 0.7400 -5.7210
C -2.7769 -0.8258 -1.5020
C -2.1280 -1.4315 6.3666
C -1.8712 4.4465 3.3648
C 0.9615 -4.7810 -4.6875
C 0.7786 6.8344 3.1532
C 0.5060 0.6235 -3.4665
C 2.1315 -1.8417 0.1056
C 1.3267 -4.1447 -3.3936
C 2.5289 -4.9204 -2.7502
C 0.3324 -1.8504 1.9556
C 0.9842 2.7686 -5.0025
C -0.9537 5.3604 2.4634
C 0.8492 -2.4562 0.6282
H 4.7699 2.9333 -2.6198
H 0.4388 -4.0936 -5.3526
H 5.2636 0.6971 -3.7471
H 0.4958 1.5337 2.6923
H -0.1071 4.7759 2.1031
H 2.1874 -1.9886 -0.9730
H -3.5939 1.8179 -1.8652
H 3.0129 -2.3197 0.5334
H 0.4011 -4.2865 -2.8358
H -1.4377 5.6446 1.5290
H -6.8321 -0.0599 4.7441
H 3.8023 -2.3679 -2.3865
H -5.0955 0.5757 -0.3066
H 3.6344 0.8321 -3.3525
H -0.7726 0.3775 3.1612
H -4.7375 -1.0394 5.9922
H 5.5322 -2.0981 -2.7905
H -3.0540 0.5948 4.9493
H -4.9299 -1.9077 3.1089
H 0.7668 -2.1236 -3.3831
H 1.2306 6.9782 2.1718
H 4.8588 2.0717 -0.0292
H 0.9117 -2.1579 2.8262
H -1.7829 -2.4156 6.6837
H -2.6432 4.9558 3.9417
H -1.8142 3.0148 2.0065
H -0.7621 -0.8897 -4.3912
H -1.8132 3.0749 5.0816
H -2.2994 2.3445 -2.7632
H -6.3105 -2.1102 4.2940
H -0.2647 3.3069 4.2874
H -2.1296 -1.6867 -1.6694
H -4.2259 -1.6227 -0.0849
H -0.8517 4.5369 5.3387
H -3.0235 -1.3246 6.9788
H 0.3331 -2.3077 -1.2520
H 3.6782 -7.3154 -2.3354
H 7.2421 2.0129 -2.5035
H -4.6514 0.4285 1.3662
H 4.0236 1.0535 -0.7125
H -3.4949 -1.0252 -2.2976
H -1.3864 -0.6635 6.5863
H -3.2685 -0.3525 3.5152
H -3.1691 1.0626 -3.4930
H -3.0228 3.8944 1.8952
H -3.5839 1.2062 0.3360
H -2.7366 -1.0931 1.8307
H -4.7669 -2.8896 4.6209
H 6.6942 1.0077 -1.2228
H -2.0177 -2.0228 0.7220
H 4.3523 -1.3941 -3.7885
H -0.6191 -2.2756 2.2749
H 1.8082 -2.5653 -4.4832
H 1.3760 6.0734 3.6553
H 2.8242 -4.5575 -1.7657
H 3.3821 -4.8925 -3.4279
H 3.2689 -6.6823 -0.7620
H 2.3128 -8.1105 -1.3608
H 1.7889 -5.2070 -5.2551
H -5.8047 1.0282 5.1088
H 6.9335 2.8557 -1.0884
H 2.4441 -0.8372 0.3910
H 0.8041 7.7999 3.6585
H 0.3274 -5.6656 -4.6286
H 1.4694 3.7240 -5.1372
H 1.0783 -3.4963 0.8601
H 1.0584 0.1209 3.4771
H -0.6351 -3.1312 -0.3020